# 1
{
  "formula": "C21H64N4O9",
  "method": "ωB97M-V/def2-TZVPD",
  "smiles": "COC[C@H](C)N.COC[C@H](C)N.COC[C@H](C)N.COC[C@H](C)N.CO.CO.CO.CO.CO",
  "e_above_lowest_kcal_mol": 3.8,
  "orbital_gap_ev": 9.505,
  "e_tot_ha": -1734.538753,
  "symbols": ["C", "C", "C", "O", "C", "N", "H", "H", "H", "H", "H", "H", "H", "H", "H", "H", "H", "C", "C", "C", "O", "C", "N", "H", "H", "H", "H", "H", "H", "H", "H", "H", "H", "H", "C", "C", "C", "O", "C", "N", "H", "H", "H", "H", "H", "H", "H", "H", "H", "H", "H", "C", "C", "C", "O", "C", "N", "H", "H", "H", "H", "H", "H", "H", "H", "H", "H", "H", "C", "O", "H", "H", "H", "H", "C", "O", "H", "H", "H", "H", "C", "O", "H", "H", "H", "H", "C", "O", "H", "H", "H", "H", "C", "O", "H", "H", "H", "H"],
  "coordinates": [[1.57, 4.38, -1.45], [0.99, 4.20, -2.84], [2.05, 4.49, -3.88], [1.47, 4.38, -5.17], [2.42, 4.49, -6.19], [0.53, 2.81, -3.03], [0.90, 4.03, -0.66], [1.80, 5.42, -1.21], [2.49, 3.80, -1.32], [0.14, 4.87, -3.02], [2.86, 3.76, -3.75], [2.42, 5.52, -3.74], [3.14, 3.67, -6.15], [2.93, 5.46, -6.17], [1.89, 4.42, -7.14], [-0.45, 2.75, -2.72], [0.43, 2.66, -4.04], [-3.78, 0.33, -1.07], [-2.73, 1.39, -1.40], [-3.28, 2.34, -2.44], [-2.37, 3.39, -2.70], [-2.83, 4.21, -3.75], [-2.29, 2.07, -0.17], [-3.47, -0.23, -0.19], [-3.86, -0.40, -1.87], [-4.76, 0.77, -0.86], [-1.86, 0.86, -1.81], [-4.23, 2.77, -2.11], [-3.47, 1.76, -3.36], [-2.87, 3.66, -4.70], [-2.15, 5.05, -3.88], [-3.83, 4.61, -3.53], [-2.23, 3.07, -0.28], [-2.97, 1.92, 0.57], [1.80, -1.30, -0.41], [0.42, -0.68, -0.36], [-0.37, -1.15, 0.82], [-0.41, -2.56, 0.98], [-1.34, -3.20, 0.15], [0.55, 0.79, -0.20], [1.76, -2.36, -0.65], [2.31, -1.21, 0.55], [2.40, -0.82, -1.18], [-0.10, -0.93, -1.29], [-1.41, -0.78, 0.74], [0.04, -0.76, 1.75], [-1.15, -4.27, 0.21], [-1.26, -2.88, -0.89], [-2.39, -3.04, 0.46], [0.91, 1.16, -1.08], [-0.41, 1.17, -0.17], [1.54, -5.37, 1.14], [2.75, -4.69, 1.74], [2.90, -5.00, 3.20], [1.84, -4.48, 3.97], [1.89, -3.07, 4.12], [4.01, -5.06, 1.03], [1.53, -6.45, 1.35], [1.49, -5.21, 0.06], [0.62, -5.00, 1.61], [2.62, -3.62, 1.59], [3.88, -4.67, 3.58], [2.82, -6.09, 3.34], [1.57, -2.56, 3.20], [2.90, -2.73, 4.40], [1.16, -2.78, 4.87], [3.78, -5.31, 0.07], [4.39, -5.91, 1.44], [-4.36, -3.87, -2.06], [-5.34, -3.66, -1.04], [-3.77, -4.71, -1.72], [-4.87, -4.08, -3.01], [-3.74, -2.98, -2.23], [-5.91, -2.93, -1.30], [-3.94, -1.93, 2.79], [-4.90, -1.34, 3.65], [-2.99, -1.39, 2.81], [-3.76, -2.98, 3.03], [-4.30, -1.84, 1.76], [-4.69, -1.58, 4.56], [1.35, 2.58, 2.80], [1.66, 1.26, 2.37], [1.96, 3.33, 2.29], [0.28, 2.79, 2.64], [1.53, 2.63, 3.87], [1.27, 1.11, 1.48], [4.63, 1.54, 1.34], [5.89, 2.21, 1.46], [4.71, 0.66, 0.69], [4.25, 1.25, 2.31], [3.91, 2.24, 0.91], [6.60, 1.57, 1.34], [-0.87, 0.38, 4.10], [0.23, 0.17, 4.97], [-0.95, -0.42, 3.36], [-1.79, 0.34, 4.69], [-0.81, 1.34, 3.58], [1.03, 0.41, 4.48]],
  "mulliken_charge": [-1.552, 1.107, -1.014, -0.250, -0.784, -0.539, 0.309, 0.490, 0.295, -0.055, 0.397, 0.427, 0.323, 0.300, 0.239, 0.043, 0.321, -1.832, 1.413, -1.271, -0.206, -0.900, -0.546, 0.315, 0.312, 0.489, -0.216, 0.523, 0.400, 0.352, 0.239, 0.348, 0.203, 0.260, -1.624, 1.088, 0.391, -0.133, -0.797, -0.362, 0.308, 0.162, 0.534, 0.404, -0.011, -0.743, 0.351, 0.355, 0.147, 0.110, -0.002, -1.184, 1.737, -1.221, -0.372, -0.453, -0.762, 0.355, 0.427, 0.130, -0.689, 0.437, 0.400, 0.023, 0.374, 0.268, 0.269, 0.258, -0.418, -0.501, 0.203, 0.342, 0.102, 0.286, 0.085, -0.552, -0.166, 0.298, 0.064, 0.310, -0.997, -0.263, 0.276, 0.282, 0.397, 0.141, -0.142, -0.565, 0.253, 0.152, -0.042, 0.315, 0.076, -0.621, -0.147, 0.411, -0.029, 0.337]
}



# 2
{
  "formula": "C21H68O13",
  "method": "ωB97M-V/def2-TZVPD",
  "e_above_lowest_kcal_mol": 151.5,
  "orbital_gap_ev": 9.887,
  "e_tot_ha": -1818.740019,
  "symbols": ["C", "O", "H", "H", "H", "H", "C", "O", "H", "H", "H", "H", "C", "O", "H", "H", "H", "H", "C", "O", "H", "H", "H", "H", "C", "O", "H", "H", "H", "H", "C", "C", "O", "H", "H", "H", "H", "H", "H", "C", "C", "O", "H", "H", "H", "H", "H", "H", "C", "C", "O", "H", "H", "H", "H", "H", "H", "C", "C", "O", "H", "H", "H", "H", "H", "H", "C", "C", "O", "H", "H", "H", "H", "H", "H", "C", "C", "O", "H", "H", "H", "H", "H", "H", "C", "C", "O", "H", "H", "H", "H", "H", "H", "C", "C", "O", "H", "H", "H", "H", "H", "H"],
  "coordinates": [[26.51, 4.90, -28.82], [26.30, 3.49, -28.56], [27.39, 5.03, -29.45], [25.61, 5.44, -29.11], [26.64, 5.40, -27.86], [26.73, 3.04, -29.28], [26.75, 8.22, -26.47], [26.80, 8.63, -27.82], [27.34, 7.31, -26.36], [27.19, 9.02, -25.88], [25.71, 7.99, -26.21], [26.29, 9.45, -27.83], [22.82, 1.39, -23.94], [22.92, 0.14, -24.67], [21.82, 1.51, -23.54], [23.60, 1.52, -23.19], [22.82, 2.28, -24.57], [22.34, 0.04, -25.43], [22.45, 7.98, -22.56], [21.57, 7.75, -23.57], [22.30, 8.99, -22.19], [22.45, 7.36, -21.66], [23.47, 8.07, -22.91], [21.19, 8.56, -23.92], [26.85, 0.84, -21.66], [26.57, -0.02, -20.62], [27.93, 0.88, -21.52], [26.65, 0.32, -22.59], [26.48, 1.86, -21.60], [25.66, -0.31, -20.75], [26.70, 2.20, -25.56], [27.90, 1.32, -25.50], [28.73, 1.72, -24.44], [26.11, 2.13, -26.48], [26.97, 3.25, -25.54], [26.00, 1.93, -24.77], [28.41, 1.37, -26.46], [27.57, 0.29, -25.42], [28.91, 2.64, -24.65], [22.49, 2.99, -28.60], [22.92, 3.73, -27.29], [23.91, 4.66, -27.60], [23.23, 2.31, -29.03], [22.25, 3.79, -29.30], [21.60, 2.39, -28.44], [23.24, 2.97, -26.58], [22.25, 4.39, -26.73], [24.78, 4.28, -27.72], [25.18, 5.32, -24.34], [25.88, 4.93, -23.00], [25.01, 4.61, -21.99], [24.56, 4.54, -24.79], [25.81, 5.57, -25.19], [24.48, 6.07, -23.97], [26.57, 5.68, -22.62], [26.38, 3.98, -23.18], [25.44, 4.57, -21.13], [20.94, 3.42, -20.08], [22.16, 4.27, -20.19], [22.13, 4.84, -21.49], [20.94, 3.04, -19.06], [21.05, 2.56, -20.74], [20.02, 3.95, -20.33], [23.00, 3.62, -19.94], [22.05, 5.10, -19.50], [23.02, 4.93, -21.83], [27.32, 2.99, -18.17], [25.95, 3.20, -18.79], [25.86, 4.48, -19.38], [28.04, 2.84, -18.97], [27.25, 2.00, -17.71], [27.65, 3.69, -17.40], [25.21, 2.95, -18.02], [25.89, 2.40, -19.53], [25.75, 5.04, -18.61], [30.49, 6.70, -25.19], [29.45, 6.21, -24.19], [28.90, 4.93, -24.54], [31.33, 6.03, -25.39], [30.93, 7.60, -24.77], [30.14, 6.98, -26.18], [28.60, 6.85, -23.96], [29.73, 6.08, -23.14], [28.49, 4.51, -23.79], [28.47, 7.17, -20.01], [28.16, 8.32, -19.06], [26.91, 8.84, -19.49], [29.50, 6.80, -19.98], [28.13, 7.37, -21.03], [27.80, 6.32, -19.93], [29.01, 9.00, -19.16], [28.10, 8.03, -18.01], [26.76, 9.65, -19.00], [31.29, 3.58, -22.19], [30.12, 3.76, -21.16], [28.91, 3.74, -21.94], [32.28, 3.76, -21.77], [31.20, 4.12, -23.13], [31.28, 2.54, -22.49], [30.03, 4.70, -20.62], [30.02, 3.02, -20.37], [28.29, 3.27, -21.38]],
  "mulliken_charge": [-0.841, -0.445, 0.451, 0.338, 0.154, 0.270, -0.184, -0.536, -0.259, 0.375, 0.307, 0.301, -0.185, -0.564, 0.444, 0.015, -0.010, 0.290, -0.467, -0.496, 0.384, 0.127, 0.189, 0.294, -0.010, -0.568, 0.132, 0.417, -0.403, 0.326, 0.189, -0.777, -0.399, 0.294, -0.076, -0.148, 0.317, 0.429, 0.246, -1.274, 0.309, -0.495, 0.249, 0.300, 0.437, -0.208, 0.441, 0.320, -0.843, 1.247, 0.008, 0.037, -0.112, 0.237, 0.194, -0.689, -0.024, -1.308, 0.323, -0.507, 0.378, 0.241, 0.333, -0.073, 0.280, 0.283, -0.820, -0.263, -0.418, -0.100, 0.417, 0.344, 0.431, 0.158, 0.247, -1.610, 0.118, -0.404, 0.335, 0.443, 0.325, 0.276, 0.277, -0.067, -0.529, -0.438, -0.496, 0.360, 0.227, -0.041, 0.330, 0.304, 0.277, -1.130, -0.053, 0.565, 0.390, 0.109, 0.348, -0.074, 0.495, -0.339]
}



# 3
{
  "formula": "C21H69N21O12",
  "method": "ωB97M-V/def2-TZVPD",
  "e_above_lowest_kcal_mol": 140.3,
  "orbital_gap_ev": 8.164,
  "e_tot_ha": -2894.416056,
  "symbols": ["C", "O", "N", "N", "H", "H", "H", "H", "C", "O", "N", "N", "H", "H", "H", "H", "C", "O", "N", "N", "H", "H", "H", "H", "C", "O", "N", "N", "H", "H", "H", "H", "C", "O", "N", "N", "H", "H", "H", "H", "C", "O", "N", "N", "H", "H", "H", "H", "C", "O", "N", "N", "H", "H", "H", "H", "C", "O", "N", "N", "H", "H", "H", "H", "C", "O", "N", "N", "H", "H", "H", "H", "C", "C", "C", "O", "C", "N", "H", "H", "H", "H", "H", "H", "H", "H", "H", "H", "H", "C", "C", "C", "O", "C", "N", "H", "H", "H", "H", "H", "H", "H", "H", "H", "H", "H", "C", "C", "C", "O", "C", "N", "H", "H", "H", "H", "H", "H", "H", "H", "H", "H", "H"],
  "coordinates": [[-3.41, -18.36, -6.81], [-3.54, -17.52, -5.93], [-3.33, -18.07, -8.13], [-3.32, -19.71, -6.55], [-3.38, -17.11, -8.46], [-3.09, -18.78, -8.80], [-3.05, -20.32, -7.29], [-3.39, -20.13, -5.64], [-6.35, -13.83, -5.36], [-6.68, -14.50, -6.34], [-5.94, -12.53, -5.37], [-6.38, -14.37, -4.12], [-5.81, -12.04, -6.23], [-5.67, -12.07, -4.53], [-6.11, -13.83, -3.32], [-6.65, -15.34, -4.06], [-2.20, -10.54, -5.89], [-2.02, -11.55, -6.59], [-2.63, -10.55, -4.61], [-1.96, -9.33, -6.48], [-2.68, -11.40, -4.07], [-2.71, -9.68, -4.12], [-2.14, -9.31, -7.47], [-2.14, -8.50, -5.94], [-3.40, -17.46, -11.50], [-3.49, -17.98, -12.61], [-2.96, -16.21, -11.19], [-3.68, -18.09, -10.31], [-2.36, -15.77, -11.86], [-3.11, -16.04, -10.21], [-3.32, -17.61, -9.49], [-4.14, -18.97, -10.16], [2.12, -14.20, -8.91], [0.89, -14.32, -8.98], [2.96, -15.20, -8.55], [2.77, -13.02, -9.17], [2.54, -16.03, -8.17], [3.93, -14.96, -8.46], [3.70, -12.86, -8.84], [2.17, -12.24, -9.37], [-2.74, -14.85, -7.91], [-2.66, -16.05, -8.20], [-1.68, -14.04, -7.76], [-3.93, -14.27, -7.56], [-1.79, -13.07, -7.45], [-0.80, -14.33, -8.18], [-4.67, -14.95, -7.55], [-3.95, -13.33, -7.22], [-2.70, -14.13, -3.87], [-3.40, -13.11, -3.77], [-2.09, -14.73, -2.82], [-2.53, -14.75, -5.06], [-1.73, -15.64, -3.05], [-2.31, -14.46, -1.88], [-2.12, -15.65, -5.22], [-2.95, -14.28, -5.84], [-1.52, -13.34, -12.17], [-2.45, -13.84, -12.78], [-0.32, -13.09, -12.82], [-1.46, -13.27, -10.82], [0.46, -12.63, -12.39], [-0.27, -13.27, -13.80], [-0.64, -13.08, -10.27], [-2.37, -13.35, -10.40], [0.79, -17.49, -10.97], [1.13, -18.65, -11.23], [0.63, -16.58, -11.95], [0.49, -17.06, -9.72], [0.71, -16.77, -12.93], [0.50, -15.59, -11.80], [0.59, -17.82, -9.06], [0.37, -16.10, -9.43], [-5.77, -17.84, -6.86], [-7.20, -17.86, -7.43], [-7.75, -19.28, -7.62], [-8.01, -20.02, -6.45], [-8.72, -21.23, -6.66], [-8.00, -17.17, -6.41], [-5.71, -18.14, -5.81], [-5.33, -16.85, -6.96], [-5.11, -18.47, -7.46], [-7.35, -17.41, -8.42], [-7.15, -19.87, -8.34], [-8.69, -19.22, -8.18], [-9.33, -21.39, -5.77], [-8.01, -22.03, -6.86], [-9.45, -21.13, -7.47], [-8.81, -16.70, -6.83], [-7.43, -16.32, -6.26], [3.97, -9.97, -5.64], [2.65, -9.48, -5.04], [1.48, -10.45, -5.35], [1.73, -11.70, -4.74], [0.73, -12.66, -5.02], [2.82, -9.26, -3.59], [3.93, -10.14, -6.73], [4.24, -10.95, -5.25], [4.74, -9.20, -5.58], [2.35, -8.59, -5.59], [1.58, -10.55, -6.44], [0.50, -10.06, -5.06], [0.73, -12.79, -6.11], [-0.29, -12.45, -4.70], [1.00, -13.65, -4.66], [3.34, -10.09, -3.31], [1.92, -9.33, -3.13], [-8.09, -13.55, -13.34], [-6.76, -14.23, -13.13], [-6.16, -14.08, -11.74], [-5.72, -12.78, -11.41], [-5.55, -12.64, -10.01], [-6.94, -15.67, -13.40], [-8.52, -13.71, -14.32], [-8.01, -12.56, -12.89], [-8.77, -14.07, -12.65], [-5.99, -13.89, -13.84], [-5.32, -14.78, -11.64], [-6.93, -14.45, -11.05], [-5.32, -11.59, -9.82], [-4.62, -13.18, -9.83], [-6.34, -13.04, -9.37], [-7.63, -15.79, -14.13], [-6.07, -16.10, -13.69]],
  "mulliken_charge": [0.282, -0.584, 0.220, -0.321, -1.010, 0.389, 0.139, 0.237, 0.574, -0.638, -0.366, -0.316, 0.174, 0.124, 0.171, 0.233, 0.173, -0.709, -0.179, -0.407, 0.222, 0.191, 0.242, 0.189, 0.104, -0.753, 0.555, -0.310, -0.178, -0.161, 0.898, 0.233, 0.466, -0.740, -0.416, -0.453, 0.239, 0.158, 0.196, 0.213, -1.188, -0.192, 1.667, 0.517, 0.537, -0.530, -0.323, -0.080, 0.570, -0.856, -0.405, 0.519, 0.169, 0.288, 0.174, -0.164, 0.448, -0.598, -0.365, 0.097, 0.140, 0.237, -0.010, -0.061, 0.437, -0.727, -0.215, 0.120, 0.210, 0.133, 0.174, -0.180, -0.186, 0.894, -1.186, -0.344, -0.773, -0.777, 0.511, -0.710, 0.450, 0.290, 0.407, 0.534, 0.245, 0.262, 0.341, 0.264, 0.195, -1.361, 0.200, -0.284, -0.396, -0.412, -0.712, 0.327, 0.297, 0.368, 0.334, 0.187, 0.207, 0.066, 0.071, 0.379, 0.328, 0.314, -1.472, 0.475, 0.131, -0.435, -0.703, -0.675, 0.397, 0.309, 0.391, 0.260, -0.281, 0.228, 0.297, 0.234, 0.448, 0.220, 0.218]
}



Result set for E_LUMO: 0.38; 0.39; -0.27 eV, one per record in the order listed.